#one
Formula: C32H24BaCl3N4O3
Source: the OMol25 dataset
Level of theory: ωB97M-V/def2-TZVPD

CARTESIAN COORDINATES (ANGSTROEM)
Ba  -0.150  -0.122  0.275
O  -1.033  -2.106  0.521
C  -0.875  -3.358  0.155
C  -1.770  -3.990  -0.740
C  -1.593  -5.305  -1.139
C  -0.518  -6.061  -0.667
C  0.372  -5.452  0.212
C  0.214  -4.129  0.622
C  1.208  -3.531  1.583
N  2.254  -2.865  1.309
C  2.550  -2.598  -0.114
C  3.685  -1.602  -0.275
N  3.341  -0.241  0.189
C  3.016  0.637  -0.666
C  2.823  0.477  -2.158
C  3.742  1.003  -3.065
C  3.529  0.927  -4.437
C  2.354  0.316  -4.886
C  1.418  -0.196  -3.999
C  1.611  -0.118  -2.602
O  0.722  -0.520  -1.720
H  -2.600  -3.401  -1.116
H  -2.302  -5.749  -1.831
H  -0.376  -7.089  -0.976
H  1.220  -6.015  0.593
H  1.032  -3.719  2.646
H  1.679  -2.237  -0.654
H  2.851  -3.529  -0.600
H  3.997  -1.604  -1.319
H  4.518  -1.940  0.341
H  2.818  1.635  -0.248
H  4.646  1.475  -2.688
H  4.253  1.328  -5.134
H  2.166  0.244  -5.953
H  0.505  -0.661  -4.351
C  -4.827  0.505  1.031
C  -5.178  1.763  0.581
C  -4.243  2.537  -0.089
C  -2.972  2.027  -0.293
N  -2.638  0.804  0.136
C  -3.538  0.062  0.792
C  -1.887  2.811  -1.013
C  -2.137  4.045  -1.594
C  -1.107  4.704  -2.244
C  0.140  4.110  -2.313
C  0.305  2.871  -1.715
N  -0.681  2.231  -1.071
H  -5.526  -0.126  1.563
H  -6.175  2.149  0.751
H  -4.508  3.527  -0.434
H  -3.196  -0.921  1.116
H  -3.119  4.496  -1.546
H  -1.286  5.672  -2.700
H  0.971  4.579  -2.823
H  1.260  2.362  -1.781
Cl  0.143  2.150  7.839
C  0.019  1.876  6.101
C  -0.107  0.586  5.616
C  -0.206  0.388  4.253
Cl  -0.374  -1.238  3.605
C  -0.176  1.437  3.304
O  -0.253  1.206  2.028
C  -0.052  2.726  3.872
Cl  -0.022  4.102  2.783
C  0.045  2.952  5.234
H  -0.124  -0.259  6.291
H  0.142  3.962  5.610

Properties
**HOMO**: -4.7 eV
**Net charge**: -1
**Orbital gap**: 6.74 eV
**LUMO energy**: 2.0874 eV

=====

#two
Formula: C32H24BaCl3N4O3
Source: the OMol25 dataset
Level of theory: ωB97M-V/def2-TZVPD

CARTESIAN COORDINATES (ANGSTROEM)
Ba  -0.293  -0.251  0.170
O  0.359  1.633  1.220
C  0.768  2.333  2.239
C  1.369  3.607  2.111
C  1.864  4.294  3.206
C  1.773  3.763  4.489
C  1.133  2.541  4.646
C  0.605  1.852  3.563
C  -0.185  0.615  3.817
N  -1.412  0.419  3.580
C  -2.245  1.456  2.990
C  -3.323  0.827  2.109
N  -2.858  0.583  0.747
C  -3.601  1.042  -0.178
C  -3.424  0.918  -1.626
C  -4.279  1.676  -2.433
C  -4.231  1.626  -3.810
C  -3.297  0.768  -4.406
C  -2.452  -0.005  -3.647
C  -2.474  0.033  -2.225
O  -1.678  -0.690  -1.524
H  1.453  4.040  1.122
H  2.331  5.262  3.056
H  2.175  4.292  5.343
H  1.019  2.117  5.639
H  0.333  -0.214  4.307
H  -1.695  2.208  2.421
H  -2.746  1.960  3.823
H  -4.216  1.468  2.102
H  -3.599  -0.131  2.557
H  -4.514  1.588  0.110
H  -4.999  2.326  -1.944
H  -4.898  2.229  -4.412
H  -3.244  0.708  -5.488
H  -1.733  -0.673  -4.108
C  1.022  -3.489  -3.335
C  1.745  -2.846  -4.324
C  2.126  -1.529  -4.133
C  1.777  -0.900  -2.942
N  1.079  -1.519  -1.995
C  0.707  -2.777  -2.188
C  2.136  0.529  -2.667
C  3.140  1.177  -3.377
C  3.401  2.509  -3.104
C  2.658  3.153  -2.132
C  1.693  2.423  -1.454
N  1.437  1.143  -1.707
H  0.700  -4.516  -3.444
H  2.001  -3.359  -5.243
H  2.663  -0.998  -4.907
H  0.122  -3.225  -1.394
H  3.722  0.647  -4.118
H  4.181  3.032  -3.643
H  2.825  4.192  -1.885
H  1.101  2.852  -0.657
Cl  1.553  -6.992  4.130
C  1.243  -5.553  3.180
C  0.106  -4.802  3.422
C  -0.121  -3.667  2.671
Cl  -1.572  -2.750  2.944
C  0.761  -3.197  1.663
O  0.531  -2.119  0.997
C  1.883  -4.032  1.459
Cl  3.045  -3.572  0.240
C  2.134  -5.176  2.195
H  -0.603  -5.097  4.183
H  3.020  -5.763  1.996

Properties
**HOMO**: -4.7 eV
**Net charge**: -1
**Orbital gap**: 7.05 eV
**LUMO energy**: 2.3120 eV

=====

Stability verdict: #two, ahead by 0.0379 hartree

=====

#one
Formula: C2H6N4OS
Source: the OMol25 dataset
Level of theory: ωB97M-V/def2-TZVPD

CARTESIAN COORDINATES (ANGSTROEM)
N  -0.572  -2.294  -1.839
N  -0.335  -2.323  -0.458
C  -0.117  -1.283  0.430
O  -0.067  -1.380  1.644
N  -0.027  -0.059  -0.227
C  0.163  1.185  0.326
N  0.373  1.223  1.668
S  0.337  2.512  -0.643
H  -1.369  -1.740  -2.116
H  0.271  -2.043  -2.333
H  -0.623  -3.210  -0.066
H  -0.139  -0.072  -1.225
H  0.428  2.178  1.988
H  0.224  0.490  2.337

Properties
**HOMO**: -8.7 eV
**Structure (SMILES)**: NNC(=O)NC(N)=S
**Orbital gap**: 9.19 eV
**LUMO energy**: 0.5401 eV

=====

#two
Formula: C2H6N4OS
Source: the OMol25 dataset
Level of theory: ωB97M-V/def2-TZVPD

CARTESIAN COORDINATES (ANGSTROEM)
N  1.690  -0.382  0.652
N  0.614  -0.741  -0.291
C  -0.508  0.138  -0.407
N  -0.581  1.246  0.186
C  -0.049  1.574  1.239
S  0.779  2.984  1.759
N  -1.431  -0.394  -1.228
O  -1.396  -1.732  -1.181
H  2.412  0.011  -0.252
H  1.430  0.180  1.513
H  0.494  -1.765  -0.514
H  0.118  0.920  2.106
H  -2.319  0.178  -1.452
H  -1.254  -2.217  -2.131

Properties
**HOMO**: -7.6 eV
**Structure (SMILES)**: NN/C(=N\C=S)NO
**Orbital gap**: 7.55 eV
**LUMO energy**: -0.1005 eV

=====

Stability verdict: #one, ahead by 0.2404 hartree

=====

#one
Formula: C3H13N3
Source: the OMol25 dataset
Level of theory: ωB97M-V/def2-TZVPD

CARTESIAN COORDINATES (ANGSTROEM)
C  -2.789  3.040  1.498
C  -2.959  1.686  0.766
N  -1.876  1.459  -0.201
H  -2.657  3.123  2.600
H  -1.809  3.457  1.139
H  -3.689  3.678  1.448
H  -2.875  0.960  1.602
H  -3.906  1.720  0.334
H  -1.660  0.448  -0.055
H  -1.999  1.933  -1.101
N  2.635  -2.161  0.151
C  2.595  -2.192  -1.329
N  3.625  -3.180  -1.769
H  1.768  -2.072  0.639
H  3.327  -1.480  0.516
H  1.549  -2.512  -1.650
H  2.580  -1.092  -1.772
H  4.560  -2.830  -1.721
H  3.580  -3.985  -1.094

Properties
**⟨S²⟩**: 0.7506
**HOMO (alpha / beta)**: 1.3 / -5.3 eV
**Net charge**: -1
**Spin multiplicity**: 2
**Orbital gap (alpha / beta)**: 2.63 / 9.33 eV
**LUMO energy (alpha / beta)**: 3.9108 / 4.0085 eV

=====

#two
Formula: C3H13N3
Source: the OMol25 dataset
Level of theory: ωB97M-V/def2-TZVPD

CARTESIAN COORDINATES (ANGSTROEM)
C  -2.804  3.214  1.552
C  -2.933  1.899  0.781
N  -1.823  1.630  -0.119
H  -2.252  3.075  2.481
H  -2.256  3.918  0.933
H  -3.763  3.719  1.695
H  -3.007  1.073  1.490
H  -3.872  1.851  0.228
H  -1.147  0.953  0.235
H  -2.071  1.646  -1.089
N  2.721  -1.921  0.061
C  2.658  -2.360  -1.307
N  3.699  -3.362  -1.614
H  2.027  -2.395  0.626
H  2.536  -0.930  0.197
H  1.712  -2.834  -1.557
H  2.808  -1.522  -1.981
H  4.432  -3.347  -0.919
H  3.335  -4.305  -1.693

Properties
**⟨S²⟩**: 0.7507
**HOMO (alpha / beta)**: 1.2 / -5.3 eV
**Net charge**: -1
**Spin multiplicity**: 2
**Orbital gap (alpha / beta)**: 2.74 / 9.23 eV
**LUMO energy (alpha / beta)**: 3.9466 / 3.9310 eV

=====

Stability verdict: #two, ahead by 0.0395 hartree

=====

#one
Formula: C2H6N6
Source: the OMol25 dataset
Level of theory: ωB97M-V/def2-TZVPD

CARTESIAN COORDINATES (ANGSTROEM)
C  1.323  0.204  -0.033
C  -0.680  0.877  0.120
H  3.298  -1.087  0.181
H  3.179  0.920  -0.765
H  -2.731  1.778  0.057
H  -2.397  -0.386  -0.862
H  -2.576  -1.575  0.684
H  0.703  -1.329  0.962
N  2.740  0.202  0.023
N  0.746  1.245  -0.097
N  -1.563  1.825  0.008
N  -0.669  -0.448  0.116
N  -1.912  -1.149  -0.226
N  0.540  -1.076  -0.166

Properties
**HOMO**: -8.7 eV
**Orbital gap**: 8.85 eV
**LUMO energy**: 0.1451 eV

=====

#two
Formula: C2H6N6
Source: the OMol25 dataset
Level of theory: ωB97M-V/def2-TZVPD

CARTESIAN COORDINATES (ANGSTROEM)
C  -1.923  -1.389  1.537
C  -1.848  -0.197  1.286
N  1.660  1.489  0.480
N  1.311  1.442  -0.946
N  1.654  0.315  1.143
N  0.071  0.690  -1.126
N  0.769  -0.512  0.665
N  0.077  -0.487  -0.458
H  -1.943  -2.446  1.574
H  2.457  2.051  0.474
H  0.990  2.425  -1.133
H  -1.910  0.858  1.391
H  -0.028  0.399  -2.146
H  0.593  -1.295  1.229

Properties
**HOMO (alpha / beta)**: -7.0 / -7.0 eV
**Orbital gap (alpha / beta)**: 8.11 / 8.11 eV
**LUMO energy (alpha / beta)**: 1.1098 / 1.1100 eV

=====

#three
Formula: C2H6N6
Source: the OMol25 dataset
Level of theory: ωB97M-V/def2-TZVPD

CARTESIAN COORDINATES (ANGSTROEM)
N  2.397  -0.062  0.161
C  1.026  -0.485  -0.113
N  0.849  -1.783  -0.254
N  -0.543  -1.887  -0.217
C  -1.154  -0.713  -0.126
N  -2.497  -0.333  0.042
N  -0.146  0.240  -0.343
N  -0.322  1.573  -0.208
H  2.993  0.468  -0.546
H  2.801  -0.725  0.869
H  -3.028  -1.061  0.640
H  -2.509  0.670  0.248
H  0.236  2.142  -0.942
H  -0.103  1.956  0.787

Properties
**HOMO**: -8.0 eV
**Structure (SMILES)**: Nc1nnc(N)n1N
**Orbital gap**: 8.56 eV
**LUMO energy**: 0.5052 eV

=====

Stability verdict: #three, ahead by 0.1693 hartree